[1]
22 unconnected molecules or ions with the total composition C56H162N6O38. Source: the Open Molecules 2025 dataset; level of theory: ωB97M-V/def2-TZVPD.

```
! RIJCOSX wB97M-V def2-TZVPD def2/J DEFGRID3
* xyz 0 1
C -3.71 4.33 -2.60
C -2.95 5.72 -2.91
O -3.43 6.39 -4.05
O -3.04 3.39 -3.32
H -4.77 4.41 -2.85
H -3.52 3.98 -1.59
H -1.86 5.73 -2.88
H -3.13 6.38 -2.06
H -4.33 6.11 -4.23
H -3.14 3.74 -4.21
C 2.66 1.64 -2.42
C 2.87 2.93 -3.20
O 3.39 4.06 -2.47
O 3.70 0.76 -2.29
H 1.77 1.16 -2.84
H 2.28 1.90 -1.43
H 1.89 3.32 -3.48
H 3.71 2.81 -3.89
H 4.34 3.95 -2.48
H 3.90 0.39 -3.15
C 0.38 -6.27 0.79
C 0.86 -5.20 1.82
O 1.69 -4.19 1.15
O -0.68 -5.83 -0.08
H -0.23 -7.07 1.21
H 1.18 -6.70 0.18
H 1.37 -5.78 2.59
H 0.02 -4.63 2.21
H 2.23 -4.62 0.48
H -0.97 -6.61 -0.55
C -1.32 -3.74 -3.00
C -2.88 -3.46 -2.98
O -3.58 -3.97 -4.01
O -0.75 -5.04 -2.88
H -0.73 -3.08 -2.37
H -1.16 -3.39 -4.01
H -3.00 -2.39 -3.15
H -3.40 -3.60 -2.03
H -3.11 -3.58 -4.75
H -0.78 -5.21 -1.93
C -0.71 1.61 -4.55
C -1.90 0.69 -4.25
O -2.04 -0.42 -5.10
O -1.19 2.44 -5.61
H 0.19 1.06 -4.83
H -0.52 2.25 -3.69
H -2.86 1.20 -4.31
H -1.76 0.45 -3.20
H -2.06 -0.02 -5.97
H -0.57 3.14 -5.85
C 2.13 -2.77 -3.09
C 2.14 -2.42 -1.65
O 3.23 -1.60 -1.26
O 1.92 -1.65 -3.83
H 1.50 -3.62 -3.36
H 3.18 -3.03 -3.28
H 2.04 -3.34 -1.08
H 1.12 -2.05 -1.56
H 3.21 -0.75 -1.71
H 1.46 -2.01 -4.59
C 3.79 -1.59 3.78
C 5.15 -0.72 3.90
O 6.21 -1.67 4.10
O 3.87 -2.34 2.56
H 2.83 -1.08 3.90
H 3.65 -2.32 4.58
H 5.05 -0.19 4.84
H 5.29 -0.20 2.95
H 6.37 -2.22 3.33
H 3.09 -2.89 2.46
C -6.00 5.22 2.69
C -6.52 5.11 1.23
O -5.43 4.92 0.35
O -5.15 4.15 2.99
H -6.86 5.07 3.35
H -5.56 6.19 2.92
H -7.12 5.99 0.98
H -7.21 4.27 1.28
H -4.96 4.19 0.76
H -5.04 4.09 3.94
C -5.30 0.30 1.23
C -5.87 -1.00 0.53
O -5.22 -1.32 -0.62
O -5.77 0.56 2.55
H -5.50 1.17 0.61
H -4.22 0.17 1.36
H -6.93 -1.03 0.25
H -5.60 -1.89 1.10
H -5.60 -2.17 -0.85
H -5.42 1.39 2.89
C 1.56 1.63 3.59
C 0.35 2.53 3.55
O 0.68 3.83 3.99
O 2.20 1.45 2.37
H 1.39 0.58 3.84
H 2.28 1.89 4.36
H -0.29 2.24 4.38
H -0.17 2.58 2.59
H 1.11 4.24 3.24
H 2.06 0.56 2.03
C -3.45 -3.05 3.27
C -3.01 -3.55 1.87
O -3.42 -4.86 1.66
O -2.91 -3.90 4.28
H -4.52 -3.26 3.32
H -3.44 -1.96 3.31
H -1.95 -3.36 1.73
H -3.66 -3.01 1.18
H -3.26 -5.36 2.46
H -2.69 -3.36 5.04
C 4.02 -6.18 -1.61
C 4.40 -7.57 -1.08
O 5.44 -7.60 -0.08
O 3.65 -5.28 -0.57
H 3.22 -6.11 -2.35
H 4.84 -5.64 -2.10
H 4.73 -8.33 -1.79
H 3.60 -8.06 -0.54
H 5.17 -6.93 0.55
H 4.31 -4.66 -0.26
C 0.81 5.54 -0.48
C 0.99 4.72 0.79
O 0.91 5.46 2.01
O 2.11 6.10 -0.93
H 0.11 6.28 -0.07
H 0.28 4.92 -1.20
H 1.86 4.07 0.77
H 0.11 4.08 0.73
H 1.72 5.97 2.06
H 2.43 5.49 -1.60
C 0.96 -1.06 -7.18
C 0.23 -1.44 -8.60
O -1.15 -1.62 -8.34
O 0.49 -1.74 -6.02
H 0.73 0.00 -7.25
H 2.04 -1.20 -7.20
H 0.57 -2.29 -9.20
H 0.43 -0.70 -9.37
H -1.46 -2.34 -8.90
H -0.37 -1.34 -5.89
C -7.27 1.83 -2.12
C -5.99 1.32 -2.87
O -6.10 -0.14 -2.98
O -7.47 1.02 -1.00
H -8.08 1.82 -2.86
H -7.14 2.84 -1.74
H -5.07 1.55 -2.33
H -5.74 1.73 -3.84
H -5.66 -0.49 -2.21
H -7.91 0.23 -1.32
C -1.98 6.12 5.20
C -3.31 6.04 5.97
O -3.89 7.34 6.11
O -2.09 5.98 3.80
H -1.29 5.31 5.45
H -1.48 7.07 5.40
H -3.22 5.81 7.04
H -3.98 5.39 5.41
H -3.52 7.98 5.50
H -2.07 5.06 3.53
C 5.58 -2.06 -4.31
C 5.42 -0.81 -5.22
C 5.48 -1.24 -6.70
O 6.74 -1.71 -7.18
C 7.62 -0.76 -7.74
N 4.14 -0.23 -4.82
H 6.53 -2.47 -4.65
H 4.86 -2.86 -4.48
H 5.62 -1.78 -3.26
H 6.24 -0.13 -4.98
H 5.15 -0.43 -7.36
H 4.84 -2.12 -6.76
H 7.24 -0.53 -8.73
H 8.58 -1.22 -7.94
H 7.78 0.12 -7.12
H 3.75 0.07 -5.70
H 3.57 -1.00 -4.51
C 0.68 5.80 -4.39
C 0.06 5.73 -5.80
C 0.59 6.96 -6.57
O -0.37 7.34 -7.56
C -1.21 8.35 -7.20
N 0.29 4.57 -6.62
H 0.56 6.79 -3.94
H 1.75 5.64 -4.40
H 0.14 5.20 -3.65
H -1.01 5.93 -5.66
H 1.55 6.81 -7.05
H 0.73 7.86 -5.96
H -1.89 8.42 -8.04
H -0.66 9.26 -6.95
H -1.85 8.05 -6.37
H -0.01 4.95 -7.51
H 1.30 4.61 -6.71
C -5.19 -1.33 8.66
C -5.04 -0.60 7.35
C -4.29 -1.38 6.25
O -2.92 -1.64 6.48
C -2.20 -0.44 6.78
N -6.52 -0.57 7.04
H -5.82 -2.22 8.59
H -5.57 -0.70 9.46
H -4.24 -1.77 8.97
H -4.70 0.37 7.69
H -4.31 -0.68 5.42
H -4.79 -2.31 6.00
H -2.39 0.52 6.30
H -1.14 -0.69 6.79
H -2.28 -0.22 7.85
H -6.94 -1.48 6.94
H -7.01 -0.24 7.86
C -0.89 -0.61 1.90
C -0.05 -0.90 0.75
C -0.22 0.13 -0.43
O -1.51 0.05 -0.84
C -2.41 1.22 -0.75
N 1.35 -1.02 1.21
H -0.71 -1.15 2.83
H -1.90 -0.83 1.56
H -0.83 0.45 2.12
H -0.26 -1.90 0.37
H 0.42 -0.27 -1.23
H 0.05 1.17 -0.26
H -2.28 1.84 -1.64
H -2.24 1.82 0.14
H -3.46 0.92 -0.81
H 1.82 -0.97 0.32
H 1.61 -1.89 1.64
C 6.79 -1.28 -0.06
C 6.78 -2.80 -0.24
C 7.52 -3.61 0.79
O 7.22 -3.38 2.18
C 7.55 -4.42 3.12
N 5.42 -3.24 -0.22
H 6.66 -0.82 -1.04
H 7.73 -0.81 0.22
H 6.04 -0.99 0.69
H 7.10 -3.00 -1.26
H 8.61 -3.60 0.70
H 7.34 -4.64 0.51
H 6.99 -5.32 2.89
H 7.43 -4.10 4.16
H 8.63 -4.60 3.12
H 5.07 -3.02 0.70
H 5.07 -2.54 -0.86
C 0.87 -3.45 5.97
C 0.50 -3.92 7.33
C 0.69 -2.84 8.44
O 0.54 -3.46 9.77
C 0.38 -2.41 10.72
N -0.96 -4.20 7.30
H 0.30 -2.53 5.77
H 0.57 -4.10 5.16
H 1.95 -3.45 5.81
H 1.00 -4.86 7.58
H -0.01 -2.01 8.49
H 1.72 -2.52 8.33
H 1.16 -1.65 10.74
H 0.32 -2.97 11.65
H -0.59 -1.90 10.76
H -1.41 -3.36 6.96
H -1.03 -4.27 8.30
*
```

* orbital gap: 9.08 eV
* highest occupied orbital energy: -8.98 eV
* ΔE to the lowest compared entry with this formula, charge and spin: 823.76 kJ/mol
* LUMO energy: 0.004 hartree
* total energy: -5417.7939 Ha

Results of the Mulliken charge analysis, in e, for atoms 1 through 2: C -0.438; C -0.176



[2]
A molecular structure, C56H29Cl9N4OSeSr. Source: the Open Molecules 2025 dataset; level of theory: ωB97M-V/def2-TZVPD.

```
! RIJCOSX wB97M-V def2-TZVPD def2/J DEFGRID3
* xyz -2 1
Sr -0.10 -0.23 -0.13
Cl -5.13 -5.56 6.21
C -4.16 -4.68 5.06
C -4.21 -3.29 5.04
C -3.43 -2.60 4.12
C -2.61 -3.27 3.22
C -2.59 -4.67 3.26
C -3.36 -5.37 4.17
C -1.75 -2.53 2.27
C -0.78 -1.67 2.82
C -0.44 -1.62 4.24
C 0.62 -0.79 4.35
C 0.93 -0.31 3.01
C 2.02 0.52 2.71
C 2.83 1.01 3.87
C 4.16 0.61 3.98
C 4.94 1.03 5.05
C 4.39 1.87 6.00
Cl 5.37 2.41 7.34
C 3.07 2.29 5.90
C 2.29 1.85 4.85
C 2.50 0.86 1.43
N 2.11 0.30 0.26
C 2.86 0.84 -0.73
C 2.82 0.44 -2.08
C 3.68 1.14 -3.06
C 5.07 1.22 -2.91
C 5.85 1.88 -3.84
C 5.25 2.46 -4.95
Cl 6.23 3.27 -6.13
C 3.88 2.39 -5.12
C 3.11 1.74 -4.18
C 1.99 -0.59 -2.58
C 2.11 -1.17 -3.91
C 1.16 -2.12 -4.01
C 0.44 -2.12 -2.75
N 1.00 -1.22 -1.91
C -0.68 -2.92 -2.46
C -1.38 -3.00 -1.23
C -2.56 -3.81 -1.01
C -2.86 -3.71 0.31
C -1.87 -2.83 0.89
N -1.03 -2.39 -0.08
C -1.16 -3.81 -3.55
C -1.10 -5.20 -3.41
C -1.54 -6.05 -4.41
C -2.06 -5.50 -5.57
Cl -2.62 -6.56 -6.84
C -2.13 -4.13 -5.75
C -1.67 -3.29 -4.74
C 3.74 1.85 -0.16
C 3.53 1.84 1.18
N 0.06 -0.87 2.13
H -4.84 -2.77 5.74
H -3.47 -1.52 4.10
H -1.94 -5.20 2.58
H -3.32 -6.46 4.21
H -0.92 -2.18 5.02
H 1.16 -0.54 5.25
H 4.58 -0.04 3.23
H 5.97 0.71 5.14
H 2.66 2.95 6.65
H 1.27 2.18 4.73
H 5.54 0.74 -2.06
H 6.93 1.94 -3.72
H 3.42 2.85 -5.99
H 2.03 1.71 -4.30
H 2.84 -0.89 -4.66
H 0.97 -2.77 -4.85
H -3.09 -4.38 -1.76
H -3.68 -4.17 0.84
H -0.70 -5.61 -2.49
H -1.48 -7.12 -4.29
H -2.53 -3.72 -6.67
H -1.73 -2.22 -4.87
H 4.40 2.49 -0.71
H 3.98 2.48 1.92
Cl -3.94 4.80 -4.78
C -3.12 3.56 -3.91
C -3.26 3.45 -2.52
Cl -4.28 4.56 -1.69
C -2.60 2.46 -1.83
Cl -2.79 2.25 -0.13
C -1.74 1.51 -2.46
O -1.14 0.61 -1.79
C -1.66 1.64 -3.87
Cl -0.67 0.49 -4.70
C -2.33 2.63 -4.58
Cl -2.19 2.71 -6.30
Se 0.04 3.14 2.46
C -1.22 4.55 2.44
C -1.46 5.30 1.28
C -2.36 6.36 1.28
C -3.05 6.69 2.44
C -2.83 5.96 3.60
C -1.92 4.90 3.60
H -0.91 5.05 0.38
H -2.52 6.93 0.38
H -3.76 7.51 2.44
H -3.36 6.21 4.51
H -1.74 4.34 4.50
*
```

* orbital gap: 4.73 eV
* highest occupied orbital energy: -1.61 eV
* ΔE to the lowest compared entry with this formula, charge and spin: 0.00 kJ/mol
* LUMO energy: 0.115 hartree
* total energy: -9019.7977 Ha

Results of the Mulliken charge analysis, in e, for atoms 1 through 2: Sr 3.963; Cl -0.253